Record 1
DFT (wB97M-V/def2-TZVPD) results for a cluster of 6 separate species, C21H36FN5O3 in total at a distorted geometry.

As for the spin multiplicity: 1. For the LUMO energy, the calculation gives -0.42 eV. The SMILES is O=C(O)OF.CCCC#N.CCCC#N.CCCC#N.CCCC#N.CCCC#N.

CARTESIAN COORDINATES (ANGSTROEM)
1 F -2.161 2.543 0.296
2 O -1.577 1.896 -0.831
3 O -0.369 0.285 0.228
4 O 0.788 1.976 -0.635
5 N 0.633 -0.253 -5.608
6 N -0.469 -6.416 10.547
7 N -2.998 -3.925 4.710
8 N 2.204 4.592 -0.616
9 N -1.656 2.912 -2.480
10 C -1.901 -1.192 2.433
11 C -0.522 -5.646 7.171
12 C 4.217 3.145 -3.032
13 C -0.549 -6.945 7.983
14 C 3.521 -0.693 -3.306
15 C 0.995 -0.938 -3.104
16 C -1.706 -4.735 7.468
17 C -2.831 4.273 -5.749
18 C 2.486 4.262 -1.677
19 C -0.362 1.349 -0.304
20 C -1.720 2.112 -4.985
21 C 2.263 -0.281 -2.549
22 C -1.684 2.571 -3.583
23 C -3.320 -0.963 2.941
24 C -3.220 -2.808 4.578
25 C 0.791 -0.551 -4.512
26 C -1.661 3.313 -5.933
27 C -0.504 -6.650 9.426
28 C 5.335 4.069 -2.561
29 C 2.843 3.824 -3.035
30 C -3.504 -1.373 4.407
31 H -1.654 2.951 -6.963
32 H -4.528 -1.178 4.728
33 H 0.308 -7.569 7.726
34 H -3.785 3.764 -5.909
35 H -2.839 4.709 -4.749
36 H -2.636 1.539 -5.149
37 H -1.631 -2.250 2.460
38 H -0.522 -5.893 6.107
39 H 4.190 2.263 -2.389
40 H -2.764 5.096 -6.462
41 H 0.404 -5.104 7.375
42 H -2.650 -5.241 7.262
43 H -1.710 -4.409 8.510
44 H 4.402 -0.228 -2.861
45 H -1.457 -7.512 7.767
46 H 0.123 -0.627 -2.526
47 H 3.482 -0.380 -4.351
48 H 4.442 2.799 -4.043
49 H -1.811 -0.861 1.399
50 H -0.727 3.858 -5.778
51 H 1.064 2.604 0.056
52 H -1.175 -0.637 3.031
53 H 3.660 -1.776 -3.277
54 H 5.183 4.389 -1.529
55 H 2.162 0.805 -2.588
56 H 2.846 4.691 -3.697
57 H 2.371 -0.555 -1.498
58 H -2.833 -0.801 5.051
59 H 1.070 -2.025 -3.044
60 H 2.079 3.130 -3.391
61 H 5.399 4.959 -3.191
62 H -1.660 -3.843 6.849
63 H 6.296 3.555 -2.603
64 H -3.570 0.095 2.836
65 H -4.018 -1.522 2.313
66 H -0.872 1.450 -5.164

Cartesian forces (eV/Å) of the 2 atoms listed first:
0.03 -0.16 0.35
1.22 -2.09 3.82

Results of the natural (NBO) charge analysis, in e, for atoms 1 through 8:
1 F -0.131
2 O -0.118
3 O -0.511
4 O -0.720
5 N -0.362
6 N -0.342
7 N -0.356
8 N -0.378

---

Record 2
DFT (wB97M-V/def2-TZVPD) results for a structure of composition C21H36IrP2S at a distorted geometry.

Its expectation value of S² is 8.814. The total charge is +2. As for the spin multiplicity: 6. For the LUMO energy (spin up / spin down), the calculation gives -7.30 / -9.19 eV.

CARTESIAN COORDINATES (ANGSTROEM)
1 Ir -0.707 1.037 1.690
2 S -2.767 -0.972 1.692
3 P 0.652 1.522 -2.262
4 P 1.274 1.484 1.264
5 C -4.247 -3.099 2.642
6 C 2.660 1.399 2.398
7 C 0.176 3.035 1.862
8 C -3.257 -5.308 2.907
9 C -0.694 2.364 -3.151
10 C -1.982 -4.749 2.685
11 C -2.966 -2.554 2.304
12 C -1.027 -0.937 -2.620
13 C -1.832 -3.394 2.405
14 C -1.296 -0.129 -1.361
15 C 0.359 -0.420 -3.011
16 C -4.369 -4.455 2.913
17 C 1.083 -0.281 -0.239
18 C -1.378 0.524 3.521
19 C 1.420 -1.305 -2.755
20 C 2.020 1.738 -3.550
21 C 1.252 2.911 -1.206
22 C 0.012 0.517 -0.963
23 C 2.148 2.432 -0.077
24 C 2.683 -0.931 -2.107
25 C 2.479 -0.684 -0.600
26 H 1.851 3.550 -1.870
27 H 0.376 3.483 -0.854
28 H 0.578 -0.935 0.494
29 H 2.970 1.777 -0.417
30 H 2.649 -1.632 -0.068
31 H 3.237 -0.018 -0.182
32 H -2.486 0.520 3.607
33 H -1.002 -0.477 3.804
34 H 2.579 3.297 0.455
35 H 3.111 2.400 2.419
36 H 3.390 -1.764 -2.233
37 H -1.310 2.948 -2.454
38 H -0.992 -1.998 -2.387
39 H 2.320 1.108 3.394
40 H -5.117 -2.438 2.662
41 H 1.833 2.713 -4.030
42 H -0.842 -2.955 2.232
43 H -1.108 -5.381 2.718
44 H 0.355 -0.152 -4.094
45 H -0.221 3.064 -3.853
46 H 3.031 1.795 -3.112
47 H 3.147 -0.052 -2.571
48 H 3.361 0.661 1.994
49 H -3.370 -6.382 3.066
50 H -0.968 1.256 4.241
51 H -0.251 2.934 2.879
52 H 2.016 0.981 -4.347
53 H -1.326 1.683 -3.731
54 H 1.080 3.645 1.979
55 H -0.456 1.223 -0.103
56 H 1.235 -2.393 -2.832
57 H -0.512 3.508 1.157
58 H -1.667 -0.704 -0.489
59 H -1.785 -0.757 -3.409
60 H -5.347 -4.880 3.132
61 H -2.057 0.627 -1.582

Cartesian forces (eV/Å) of the 2 atoms listed first:
-3.51 -0.80 0.58
-1.06 -0.51 -0.30

Results of the natural (NBO) charge analysis, in e, for atoms 1 through 8:
1 Ir 0.593
2 S 0.123
3 P 1.612
4 P 1.373
5 C -0.154
6 C -1.005
7 C -0.999
8 C -0.104

---

M per entry: 425.549; 574.751 Da
Calculated total energy per entry: -1420.915717; -2005.973898 Eh